Entry 1:
{
  "formula": "C5H13N2O",
  "method": "ωB97M-V/def2-TZVPD",
  "species": ["C", "N", "C", "O", "C", "C", "C", "N", "H", "H", "H", "H", "H", "H", "H", "H", "H", "H", "H", "H", "H"],
  "xyz": [[0.938, 1.116, 0.579], [1.660, 1.251, -0.795], [2.398, -1.562, 0.471], [3.291, -0.716, 0.860], [-0.569, 0.888, 0.472], [-1.027, -0.267, -0.340], [-2.603, -0.675, -0.057], [-3.725, -0.394, -1.148], [1.313, 0.216, 1.001], [1.101, 2.025, 1.170], [2.615, 1.019, -0.561], [1.452, -1.702, 1.097], [1.691, 2.257, -1.067], [-0.969, 0.983, 1.548], [-1.125, 1.673, -0.113], [-0.814, -0.072, -1.375], [-0.402, -1.131, -0.217], [-2.726, -0.370, 1.050], [-2.994, 0.459, -0.544], [-3.275, -0.880, -1.977], [-2.564, -1.755, -0.037]],
  "e_tot_ha": -382.6767,
  "charge": -2,
  "spin_multiplicity": 2,
  "homo_lumo_gap_ev": [2.82, 5.19],
  "e_above_lowest_kcal_mol": 138.46,
  "fmax_ev_per_a": 4.2
}

=====

Entry 2:
{
  "formula": "C37H51BN6S3V",
  "method": "ωB97M-V/def2-TZVPD",
  "species": ["V", "C", "C", "C", "C", "N", "N", "B", "N", "N", "C", "C", "C", "C", "C", "S", "C", "C", "C", "C", "N", "N", "C", "C", "C", "C", "C", "S", "C", "C", "C", "C", "C", "S", "C", "C", "C", "C", "H", "H", "H", "H", "H", "H", "H", "H", "H", "H", "H", "H", "H", "H", "H", "H", "H", "H", "H", "H", "H", "H", "H", "H", "H", "H", "H", "H", "H", "H", "H", "H", "H", "H", "H", "H", "H", "H", "H", "C", "C", "C", "C", "C", "C", "C", "C", "C", "C", "H", "H", "H", "H", "H", "H", "H", "H", "H", "H", "H", "H"],
  "xyz": [[0.045, -0.214, -2.393], [5.026, -0.417, -0.643], [3.815, 0.019, 0.133], [3.940, 0.601, 1.404], [2.781, 1.055, 2.085], [1.581, 0.920, 1.602], [1.464, 0.277, 0.382], [0.090, -0.086, 0.016], [-0.380, -1.471, 0.411], [0.248, -1.965, 1.478], [-0.156, -3.096, 1.985], [-1.267, -3.775, 1.441], [-1.869, -3.302, 0.315], [-3.009, -4.022, -0.339], [-1.351, -2.114, -0.260], [-1.838, -1.534, -1.819], [0.589, -3.554, 3.236], [0.396, -5.052, 3.480], [0.016, -2.757, 4.419], [2.082, -3.248, 3.099], [-0.925, 1.016, 0.231], [-1.714, 0.842, 1.300], [-2.436, 1.844, 1.703], [-2.392, 3.087, 1.023], [-1.617, 3.253, -0.074], [-1.559, 4.549, -0.823], [-0.842, 2.129, -0.505], [0.140, 2.121, -1.913], [-3.294, 1.648, 2.943], [-2.889, 2.701, 3.987], [-3.088, 0.256, 3.535], [-4.769, 1.832, 2.564], [2.553, -0.138, -0.377], [2.198, -0.816, -1.950], [2.896, 1.762, 3.431], [3.721, 0.899, 4.393], [3.593, 3.113, 3.217], [1.518, 2.006, 4.046], [5.934, -0.031, -0.180], [4.980, -0.065, -1.674], [5.095, -1.507, -0.680], [4.923, 0.738, 1.836], [-1.624, -4.694, 1.889], [-3.157, -5.001, 0.115], [-2.820, -4.143, -1.405], [-3.932, -3.447, -0.245], [-0.638, -5.300, 3.735], [1.019, -5.362, 4.321], [0.690, -5.642, 2.608], [-1.065, -2.899, 4.505], [0.212, -1.691, 4.284], [0.480, -3.085, 5.353], [2.532, -3.849, 2.304], [2.587, -3.486, 4.038], [2.252, -2.197, 2.864], [-3.004, 3.912, 1.369], [-2.418, 5.173, -0.577], [-1.530, 4.370, -1.897], [-0.648, 5.093, -0.566], [-1.816, 2.654, 4.191], [-3.422, 2.517, 4.921], [-3.131, 3.715, 3.661], [-2.051, 0.107, 3.844], [-3.333, -0.524, 2.812], [-3.735, 0.142, 4.407], [-4.956, 2.810, 2.115], [-5.394, 1.749, 3.456], [-5.085, 1.065, 1.853], [4.741, 0.749, 4.036], [3.260, -0.084, 4.524], [3.776, 1.385, 5.371], [4.554, 2.989, 2.714], [3.771, 3.603, 4.178], [2.972, 3.771, 2.604], [1.003, 1.062, 4.242], [0.886, 2.592, 3.376], [1.635, 2.546, 4.990], [1.030, -1.539, -5.538], [0.382, -0.151, -5.503], [1.520, 0.894, -5.583], [-0.351, 0.036, -4.178], [-0.561, 0.079, -6.690], [-1.253, 1.288, -6.788], [-2.089, 1.560, -7.859], [-2.261, 0.619, -8.869], [-1.587, -0.588, -8.784], [-0.744, -0.853, -7.706], [1.684, -1.655, -4.673], [1.639, -1.673, -6.436], [0.276, -2.328, -5.500], [2.241, 0.714, -4.784], [1.132, 1.907, -5.470], [2.027, 0.825, -6.550], [-1.325, 0.534, -4.287], [-1.137, 2.033, -6.009], [-2.608, 2.510, -7.907], [-2.912, 0.827, -9.710], [-1.712, -1.336, -9.558], [-0.233, -1.805, -7.672]],
  "e_tot_ha": -3932.4392,
  "charge": 0,
  "spin_multiplicity": 4,
  "homo_lumo_gap_ev": [4.84, 6.60],
  "fmax_ev_per_a": 1.1
}

=====

Entry 3:
{
  "formula": "C4H9NOS",
  "method": "ωB97M-V/def2-TZVPD",
  "species": ["C", "N", "C", "O", "C", "C", "S", "H", "H", "H", "H", "H", "H", "H", "H", "H"],
  "xyz": [[1.309, 0.541, 0.078], [0.543, 1.467, -0.639], [-0.755, 1.777, -0.340], [-1.494, 2.318, -1.104], [0.580, -0.781, 0.227], [-0.721, -0.963, 0.771], [-1.772, -2.183, -0.185], [2.438, 0.380, -0.218], [1.407, 0.884, 1.116], [1.010, 1.612, -1.535], [-1.104, 1.659, 0.614], [0.480, -1.037, -0.845], [1.284, -1.643, 0.580], [-1.009, -1.240, 1.830], [-1.369, -0.068, 0.719], [-0.826, -2.723, -1.070]],
  "e_tot_ha": -685.5892,
  "charge": 1,
  "spin_multiplicity": 2,
  "homo_lumo_gap_ev": [9.26, 4.32],
  "e_above_lowest_kcal_mol": 49.50,
  "fmax_ev_per_a": 6.2
}

=====

Entry 4:
{
  "formula": "C8H8F3NO2",
  "method": "ωB97M-V/def2-TZVPD",
  "species": ["C", "C", "C", "C", "C", "C", "F", "F", "F", "H", "H", "H", "H", "H", "C", "C", "N", "O", "O", "H", "H", "H"],
  "xyz": [[1.498, 0.121, 1.143], [0.909, -0.719, 0.192], [1.565, -1.364, -1.017], [-0.493, -0.848, 0.353], [-1.671, -1.085, 0.313], [-3.096, -1.411, 0.514], [-3.630, -2.185, -0.491], [-3.870, -0.274, 0.690], [-3.300, -2.132, 1.645], [2.537, 0.406, 0.969], [0.936, 0.927, 1.706], [0.948, -2.257, -1.457], [2.652, -1.594, -0.784], [1.503, -0.688, -1.777], [-1.281, 1.161, -1.905], [-1.677, 1.634, -0.770], [-2.079, 2.085, 0.322], [-1.741, 1.945, 1.469], [-3.236, 2.989, 0.173], [-1.816, 0.217, -2.325], [-0.481, 1.643, -2.468], [-3.830, 2.768, 0.885]],
  "e_tot_ha": -814.1736,
  "charge": 0,
  "smiles": "C=C(C)C#CC(F)(F)F.C=C=[N+]([O-])O",
  "homo_lumo_gap_ev": 9.21,
  "e_above_lowest_kcal_mol": 148.55,
  "fmax_ev_per_a": 3.7
}